# 1
# C41H37CeI2N8O

A molecular structure, C41H37CeI2N8O (ωB97M-V/def2-TZVPD, the OMol25 dataset).

The geometry in XYZ format:
```
90
Properties=species:S:1:pos:R:3:lowdin_charge:R:1
Ce -0.024 -0.154 0.839 1.375
C 2.699 -2.211 -0.661 -0.192
C 2.298 -1.140 -1.664 -0.184
C 2.699 0.278 -1.288 -0.193
N 2.254 0.573 0.077 -0.053
C 3.144 0.857 0.997 -0.230
C 4.562 0.809 0.845 0.001
C 5.544 1.509 1.499 -0.064
C 5.430 2.460 2.518 -0.090
C 4.293 2.685 3.252 -0.071
C 3.079 1.989 3.228 -0.034
C 2.606 1.003 2.360 -0.253
N 1.556 0.192 2.611 -0.092
C 1.173 0.006 4.014 -0.194
C -0.273 0.408 4.292 -0.156
C -1.215 -0.753 4.034 -0.189
N -0.988 -1.355 2.720 -0.051
C -1.205 -2.637 2.546 -0.212
C -1.373 -3.603 3.581 0.004
C -2.036 -4.804 3.600 -0.065
C -2.770 -5.422 2.585 -0.089
C -2.753 -5.032 1.270 -0.066
C -1.948 -4.072 0.653 -0.014
C -1.051 -3.136 1.171 -0.227
N -0.097 -2.521 0.426 -0.090
C 0.350 -3.246 -0.772 -0.224
C 1.861 -3.473 -0.806 -0.167
H 2.580 -1.834 0.360 0.100
H 3.761 -2.452 -0.757 0.124
H 1.211 -1.149 -1.775 0.055
H 2.674 -1.375 -2.664 0.133
H 2.217 0.983 -1.967 0.104
H 3.770 0.424 -1.409 0.108
H 4.914 0.166 0.050 0.104
H 6.547 1.326 1.129 0.114
H 6.317 3.022 2.777 0.105
H 4.362 3.445 4.022 0.111
H 2.404 2.244 4.036 0.108
H 1.847 0.544 4.676 0.105
H 1.296 -1.056 4.251 0.130
H -0.535 1.280 3.686 0.098
H -0.396 0.723 5.330 0.124
H -2.257 -0.422 4.089 0.137
H -1.073 -1.477 4.835 0.104
H -0.962 -3.305 4.537 0.104
H -2.033 -5.302 4.563 0.113
H -3.367 -6.283 2.854 0.106
H -3.388 -5.592 0.593 0.112
H -2.022 -4.062 -0.427 0.110
H 0.010 -2.743 -1.685 0.102
H -0.116 -4.231 -0.801 0.107
H 2.091 -3.973 -1.753 0.122
H 2.122 -4.180 -0.016 0.122
I -5.350 0.033 -0.060 0.968
C -4.163 1.571 0.641 -0.649
C -4.769 2.809 0.978 -0.211
C -4.038 3.864 1.446 -0.678
I -5.013 5.626 1.930 0.973
C -2.624 3.732 1.585 -0.192
C -1.752 4.757 2.010 -0.014
C -0.404 4.533 2.075 -0.013
C 0.093 3.271 1.716 -0.097
N -0.688 2.289 1.320 0.028
C -2.040 2.495 1.257 -0.139
C -2.815 1.391 0.804 -0.396
O -2.175 0.260 0.536 -0.274
H -5.839 2.906 0.857 0.080
H -2.163 5.722 2.275 0.069
H 0.280 5.307 2.392 0.117
H 1.158 3.069 1.756 0.109
N -1.834 -0.765 -10.253 0.177
C -1.615 -0.474 -9.164 -0.169
C -1.344 -0.105 -7.796 -0.216
C -0.670 -0.988 -6.959 -0.004
C -0.406 -0.630 -5.648 0.004
C -0.839 0.602 -5.185 -0.181
C -1.513 1.490 -6.010 0.008
C -1.761 1.137 -7.325 -0.001
N -0.605 0.965 -3.824 0.000
C -0.230 2.203 -3.349 -0.016
C -0.130 2.070 -2.002 -0.106
N -0.469 0.784 -1.633 0.006
C -0.737 0.153 -2.755 -0.117
H -0.342 -1.945 -7.341 0.129
H 0.151 -1.297 -5.003 0.118
H -1.865 2.437 -5.624 0.123
H -2.290 1.813 -7.981 0.130
H -0.049 3.033 -4.009 0.132
H 0.146 2.814 -1.275 0.113
H -1.088 -0.863 -2.844 0.150
```

Output
**ΔE to the lowest compared entry with this formula, charge and spin**: 4.31 kcal/mol
**Total charge**: +1
**Orbital gap (alpha / beta)**: 5.991 / 5.992 eV

# 2
# C36H34N3O8P2PdS

A molecular structure, C36H34N3O8P2PdS (ωB97M-V/def2-TZVPD, the OMol25 dataset).

The geometry in XYZ format:
```
85
Properties=species:S:1:pos:R:3:mulliken_spin:R:1
Pd 1.948 -1.116 -1.189 -0.006
C -5.385 -0.339 1.695 0.000
S -4.304 0.988 2.286 0.000
C -3.112 -0.003 3.240 0.000
C -2.174 -0.855 2.393 0.006
C -1.362 -0.001 1.415 0.021
N -0.192 -0.677 0.842 -0.016
P -0.184 -1.603 -0.599 -0.003
C -1.256 -0.777 -1.820 -0.008
C -2.592 -0.409 -1.616 0.321
C -3.285 0.283 -2.643 -0.107
C -2.653 0.732 -3.750 0.311
C -1.175 0.590 -3.904 -0.016
C -0.627 -0.440 -2.996 0.354
C -1.168 -3.072 -0.136 -0.013
C -2.096 -3.630 -1.013 0.000
C -2.879 -4.701 -0.609 -0.001
C -2.725 -5.236 0.662 -0.001
C -1.759 -4.725 1.517 0.002
C -0.978 -3.654 1.115 0.000
P 1.416 -0.306 1.402 0.001
C 1.093 -0.361 3.224 0.000
C 0.793 0.735 4.028 -0.001
C 0.582 0.570 5.391 0.000
C 0.677 -0.689 5.967 0.000
C 0.997 -1.787 5.179 0.000
C 1.212 -1.617 3.820 0.000
C 1.603 1.506 1.189 -0.007
C 2.848 2.018 1.555 0.000
C 3.171 3.341 1.301 0.000
C 2.256 4.163 0.660 0.000
C 1.014 3.666 0.297 0.001
C 0.684 2.345 0.565 0.004
H -6.193 0.138 1.146 0.000
H -5.793 -0.891 2.541 0.000
H -4.844 -1.012 1.030 0.002
H -3.683 -0.619 3.937 0.000
H -2.538 0.726 3.816 0.000
H -2.737 -1.622 1.857 0.002
H -1.485 -1.369 3.067 0.000
H -1.013 0.885 1.948 0.005
H -2.011 0.354 0.616 -0.019
H -3.122 -0.719 -0.725 0.081
H -4.349 0.456 -2.534 -0.002
H -3.163 1.274 -4.532 -0.002
H 0.086 0.214 -5.334 -0.007
H 0.302 -0.920 -3.276 -0.013
H -2.211 -3.218 -2.007 0.003
H -3.617 -5.113 -1.286 0.000
H -3.357 -6.054 0.986 0.000
H -1.618 -5.155 2.501 0.000
H -0.222 -3.242 1.772 -0.001
H 0.727 1.724 3.589 0.000
H 0.347 1.428 6.008 0.000
H 0.510 -0.814 7.030 0.000
H 1.093 -2.769 5.626 0.000
H 1.490 -2.466 3.202 0.000
H 3.580 1.358 2.009 0.000
H 4.146 3.723 1.576 0.000
H 2.518 5.188 0.425 0.000
H 0.304 4.297 -0.224 0.000
H -0.280 1.970 0.253 0.004
O 5.151 1.456 -1.609 -0.001
C 4.090 0.897 -1.870 0.001
O 3.811 -0.309 -1.515 -0.001
C 3.098 1.658 -2.746 -0.021
C 3.595 2.634 -3.577 0.020
C 2.739 3.382 -4.386 -0.003
C 1.372 3.143 -4.381 0.105
C 0.843 2.164 -3.560 -0.061
C 1.698 1.437 -2.666 0.072
O 1.153 0.697 -1.766 0.014
N -0.561 1.978 -3.546 0.440
O -1.320 2.970 -3.782 0.523
O -0.864 0.367 -5.258 0.031
N 3.271 4.404 -5.247 0.000
O 4.472 4.635 -5.209 0.002
O 2.500 5.014 -5.979 -0.003
H 4.658 2.826 -3.579 0.001
H 0.706 3.717 -5.009 -0.013
C 3.281 -3.145 0.275 0.000
O 2.632 -2.953 -0.939 0.000
H 3.842 -4.090 0.229 0.000
H 2.574 -3.226 1.124 0.000
H 4.000 -2.347 0.510 0.000
```

Output
**Total charge**: -1
**Orbital gap (alpha / beta)**: 7.119 / 6.528 eV
**Spin multiplicity**: 3

# 3
# C23H61InNO11

A molecular structure, C23H61InNO11 (ωB97M-V/def2-TZVPD, the OMol25 dataset).

The geometry in XYZ format:
```
97
Properties=species:S:1:pos:R:3:lowdin_charge:R:1
N 2.077 -0.276 1.141 -0.223
In 1.524 1.688 0.403 0.380
C -0.227 2.374 1.692 -0.334
C -1.163 1.221 2.107 -0.299
C -2.334 0.974 1.120 -0.257
O -2.337 1.865 0.008 -0.092
H 1.298 -0.870 0.884 -0.082
H 2.102 -0.233 2.152 -0.081
H 1.084 1.556 -1.325 -0.143
H 2.891 2.843 0.661 -0.150
H 0.238 2.743 2.614 0.008
H -0.758 3.220 1.255 0.008
H -1.595 1.439 3.090 0.083
H -0.597 0.295 2.215 0.064
H -2.214 -0.039 0.725 0.102
H -3.264 1.002 1.692 0.098
H -2.541 1.327 -0.733 0.049
C -2.696 5.021 -5.673 -0.116
O -3.695 4.886 -4.681 -0.188
C -4.097 3.536 -4.491 -0.202
C -3.474 2.940 -3.244 -0.211
O -2.073 2.789 -3.391 -0.215
C -1.335 3.784 -2.691 -0.089
H -2.334 6.048 -5.643 0.087
H -1.856 4.347 -5.490 0.085
H -3.115 4.825 -6.666 0.084
H -3.846 2.930 -5.367 0.115
H -5.186 3.536 -4.380 0.123
H -3.894 1.939 -3.088 0.121
H -3.710 3.547 -2.366 0.130
H -1.417 3.620 -1.613 0.080
H -1.682 4.791 -2.942 0.083
H -0.289 3.690 -2.976 0.087
C 2.912 -4.311 3.983 -0.125
O 3.409 -4.238 2.662 -0.195
C 3.691 -2.896 2.254 -0.202
C 5.177 -2.610 2.290 -0.181
O 5.682 -2.601 3.626 -0.216
C 6.385 -3.782 3.953 -0.115
H 2.875 -5.362 4.270 0.082
H 3.558 -3.777 4.685 0.081
H 1.899 -3.897 4.033 0.088
H 3.150 -2.179 2.871 0.107
H 3.337 -2.784 1.229 0.114
H 5.349 -1.615 1.873 0.114
H 5.721 -3.336 1.678 0.126
H 7.336 -3.822 3.409 0.088
H 5.796 -4.675 3.727 0.082
H 6.596 -3.760 5.022 0.086
C -1.510 0.011 -4.553 -0.100
O -1.425 -1.296 -5.113 -0.187
C -2.579 -2.075 -4.859 -0.212
C -3.471 -2.153 -6.081 -0.207
O -4.053 -0.891 -6.381 -0.193
C -3.412 -0.235 -7.459 -0.115
H -0.667 0.591 -4.921 0.095
H -2.435 0.512 -4.848 0.069
H -1.449 -0.035 -3.463 0.092
H -3.136 -1.681 -4.004 0.125
H -2.238 -3.085 -4.604 0.124
H -4.293 -2.847 -5.879 0.121
H -2.907 -2.533 -6.938 0.123
H -3.627 -0.752 -8.401 0.085
H -2.332 -0.179 -7.309 0.086
H -3.812 0.776 -7.517 0.083
C 7.972 2.490 1.304 -0.120
O 6.973 2.368 2.295 -0.187
C 6.531 1.026 2.468 -0.196
C 7.122 0.412 3.720 -0.189
O 8.532 0.229 3.599 -0.190
C 9.270 1.212 4.295 -0.126
H 8.363 3.506 1.347 0.084
H 8.795 1.789 1.473 0.081
H 7.545 2.321 0.310 0.090
H 6.773 0.421 1.590 0.122
H 5.442 1.054 2.567 0.132
H 6.679 -0.577 3.871 0.104
H 6.887 1.029 4.592 0.127
H 9.169 1.070 5.377 0.084
H 8.947 2.221 4.027 0.082
H 10.319 1.095 4.025 0.083
C -7.327 -3.249 3.833 -0.115
O -7.638 -3.068 2.463 -0.192
C -7.852 -1.704 2.125 -0.207
C -6.651 -1.113 1.415 -0.206
O -5.538 -1.006 2.287 -0.194
C -4.568 -2.017 2.068 -0.109
H -7.023 -4.285 3.971 0.087
H -6.508 -2.597 4.147 0.084
H -8.209 -3.055 4.453 0.086
H -8.095 -1.117 3.015 0.124
H -8.714 -1.671 1.451 0.122
H -6.900 -0.100 1.084 0.126
H -6.398 -1.707 0.533 0.126
H -4.058 -1.851 1.115 0.082
H -5.017 -3.014 2.078 0.082
H -3.833 -1.955 2.870 0.093
```

Output
**Total charge**: -1
**Orbital gap**: 6.378 eV

# 4
# C2H5Br3NO

A gas-phase ion, C2H5Br3NO (charge +1) (ωB97M-V/def2-TZVPD, the OMol25 dataset).

The geometry in XYZ format:
```
12
Properties=species:S:1:pos:R:3:lowdin_charge:R:1
C 0.093 0.480 0.609 -0.827
C -0.947 -0.219 -0.249 -1.295
N 1.323 -0.285 0.385 0.083
O -0.598 -0.123 -1.668 -0.200
Br 0.306 2.398 0.310 0.792
Br -0.996 -2.126 0.185 0.830
Br -2.630 0.708 -0.056 0.807
H -0.134 0.396 1.769 0.158
H 1.319 -1.140 0.866 0.074
H 2.235 0.351 0.694 0.250
H 1.390 -0.704 -0.613 0.192
H -1.362 0.265 -2.232 0.135
```

Output
**ΔE to the lowest compared entry with this formula, charge and spin**: 25.33 kcal/mol
**SMILES**: [NH3+][C@@H](Br)C(O)(Br)Br
**Total charge**: +1
**Orbital gap**: 10.469 eV

# 5
# C3H4Ag4Br2O3

A molecular structure, C3H4Ag4Br2O3 (ωB97M-V/def2-TZVPD, the OMol25 dataset).

The geometry in XYZ format:
```
16
Properties=species:S:1:pos:R:3:lowdin_charge:R:1
Ag -0.823 0.770 4.471 0.882
Ag 2.751 0.761 2.503 0.890
Ag -0.605 2.434 0.758 0.787
Ag -3.355 0.374 1.936 0.874
C 0.117 -0.146 2.137 -0.949
O 0.653 0.427 1.111 -0.202
O 0.832 -0.469 3.139 -0.142
O -1.181 -0.155 2.218 -0.256
Br 0.728 -2.746 -1.849 0.678
C -0.152 -1.004 -1.813 -0.724
C 0.540 -0.051 -2.754 -0.627
Br -0.215 1.779 -2.548 0.600
H -0.193 -0.654 -0.789 0.000
H -1.178 -1.095 -2.174 0.061
H 0.480 -0.267 -3.816 0.070
H 1.602 0.044 -2.531 0.057
```

Output
**ΔE to the lowest compared entry with this formula, charge and spin**: 12.50 kcal/mol
**Total charge**: +2
**Orbital gap**: 5.476 eV

# 6
# C23H28N4O3

A single C23H28N4O3 molecule (ωB97M-V/def2-TZVPD, the OMol25 dataset).

The geometry in XYZ format:
```
58
Properties=species:S:1:pos:R:3:lowdin_charge:R:1
C 3.545 -4.658 -2.568 -0.095
H 4.407 -5.319 -2.625 0.069
H 3.844 -3.740 -2.067 0.074
H 2.776 -5.140 -1.969 0.074
C 3.014 -4.352 -3.970 -0.217
C 1.826 -3.440 -3.891 -0.232
C 0.539 -3.942 -3.737 -0.094
N -0.539 -3.187 -3.624 0.110
C -0.400 -1.868 -3.665 -0.273
C 0.841 -1.256 -3.806 0.002
C 1.964 -2.056 -3.919 -0.014
H 2.943 -1.612 -4.034 0.117
H 0.910 -0.180 -3.825 0.116
C -1.652 -1.052 -3.492 -0.095
N -1.746 -0.553 -2.129 -0.094
C -1.584 0.768 -1.897 -0.455
O -1.342 1.562 -2.788 0.051
C -1.730 1.191 -0.445 -0.086
H -2.694 0.860 -0.057 0.126
C -1.623 2.711 -0.307 -0.085
C -1.732 3.101 1.116 -0.335
N -2.685 2.825 1.945 0.100
N -2.334 3.342 3.145 0.099
C -1.181 3.904 2.992 -0.371
O -0.741 3.795 1.718 0.146
C -0.298 4.491 4.027 -0.084
H -0.878 5.132 4.691 0.122
H 0.467 5.081 3.521 0.125
C 0.360 3.346 4.831 -0.125
C 0.805 2.271 3.878 -0.241
C 2.010 2.366 3.200 -0.048
C 2.332 1.433 2.227 -0.070
C 1.450 0.422 1.907 -0.012
C 0.235 0.316 2.585 -0.275
C -0.071 1.232 3.582 0.013
H -1.004 1.174 4.119 0.112
O -0.593 -0.693 2.183 -0.113
C -1.861 -0.798 2.793 -0.078
H -2.449 0.116 2.655 0.084
H -1.772 -1.018 3.861 0.097
H -2.358 -1.629 2.296 0.092
H 1.677 -0.297 1.135 0.117
H 3.271 1.507 1.700 0.105
H 2.693 3.170 3.427 0.113
H -0.374 2.942 5.529 0.119
H 1.203 3.746 5.395 0.116
H -0.668 3.059 -0.700 0.131
H -2.422 3.180 -0.885 0.134
H -0.944 0.712 0.141 0.108
C -1.995 -1.535 -1.099 -0.032
H -3.011 -1.444 -0.705 0.097
H -1.289 -1.437 -0.274 0.081
H -1.876 -2.524 -1.538 0.084
H -1.635 -0.179 -4.148 0.123
H -2.526 -1.672 -3.711 0.130
H 0.362 -5.010 -3.705 0.117
H 2.729 -5.286 -4.459 0.110
H 3.802 -3.881 -4.561 0.110
```

Output
**ΔE to the lowest compared entry with this formula, charge and spin**: 62.07 kcal/mol
**SMILES**: CCc1ccc(CN(C)C(=O)CCc2nnc(CCc3cccc(OC)c3)o2)nc1
**Orbital gap**: 9.323 eV